A structure of composition C7H19N4, computed with ωB97M-V/def2-TZVPD.

The calculation puts the HOMO-LUMO gap at 8.178 eV. The calculation puts the calculated total energy at -13519.22787 eV. As for the energy relative to the best compared isomer or geometry (same formula, charge and spin): 343.7 kJ/mol. The highest occupied orbital energy is -11.0 eV. The largest force on an atom is 3.4 eV/A. Its net charge is +1.

```
30
Properties=species:S:1:pos:R:3:forces:R:3
C 1.96870 -0.89955 0.85477 0.562 -0.915 0.882
C 1.04622 -1.20198 1.78569 -0.643 0.845 0.771
C -0.31250 0.52902 -1.58608 3.448 -0.067 -0.091
C 1.05625 -0.49323 3.15109 0.070 0.280 -1.548
C -2.25670 -0.62452 -2.59723 -2.018 -0.338 1.972
C -1.93103 0.17645 -0.08789 1.726 2.268 0.736
C -1.45790 0.02757 -1.47201 -1.961 -1.361 -2.012
N 2.13367 -1.43272 -0.47180 -1.027 0.327 0.297
N -0.12716 -1.95175 1.60611 0.690 0.002 -0.425
N 0.84286 0.97242 -1.39895 -0.845 -0.057 -0.624
N 0.24439 3.35289 -0.88208 -0.131 1.145 1.113
H 2.82132 -0.38432 1.25101 0.315 0.444 -0.194
H 0.33602 0.35318 3.07213 0.070 -0.883 0.722
H 2.00496 -0.03750 3.34953 0.684 0.316 -0.164
H 0.94907 -1.21176 3.95391 -0.775 0.049 0.215
H -3.26429 -0.16900 -2.78024 0.754 -0.280 0.670
H -2.41171 -1.69406 -2.33143 -0.093 0.690 0.056
H -1.83908 -0.65311 -3.54257 1.537 0.293 -1.693
H -1.14720 0.71609 0.54010 -1.174 -0.234 -0.827
H -2.83263 0.70885 -0.15762 -1.328 0.892 0.440
H -2.03040 -0.67780 0.45020 -0.681 -2.933 1.135
H 2.83703 -2.16269 -0.52485 -0.014 0.108 0.014
H 1.23523 -1.82397 -0.73564 0.192 -0.304 -0.379
H 0.00476 -2.67952 0.90504 -0.545 -0.098 0.628
H -0.60611 -2.20048 2.47542 0.406 -0.227 -0.754
H 1.06053 3.98497 -0.98072 -0.727 -0.482 -0.054
H 1.62203 0.30092 -1.29285 -0.096 -0.075 0.312
H -0.47009 3.60967 -1.58530 0.445 0.025 0.836
H 0.62110 2.09936 -1.07486 1.051 0.497 -0.504
H -0.09733 3.46656 0.10711 0.109 0.074 -1.528
```
Positions in Å, forces in eV/Å.

For reference, the natural (NBO) charges in units of e are: number 1, C, carries -0.1792; number 2, C, carries 0.1749; number 3, C, carries 0.4533; number 4, C, carries -0.6480; number 5, C, carries -0.6215; number 6, C, carries -0.5868; number 7, C, carries -0.1119; number 8, N, carries -0.8630; number 9, N, carries -0.8480; number 10, N, carries -0.7161; number 11, N, carries -1.0041; number 12, H, carries 0.1986; number 13, H, carries 0.2186; number 14, H, carries 0.2291; number 15, H, carries 0.2272; number 16, H, carries 0.2402; number 17, H, carries 0.2393; number 18, H, carries 0.2366; number 19, H, carries 0.2156; number 20, H, carries 0.2286; number 21, H, carries 0.2459; number 22, H, carries 0.3942; number 23, H, carries 0.3553; number 24, H, carries 0.3807; number 25, H, carries 0.4019; number 26, H, carries 0.4178; number 27, H, carries 0.4602; number 28, H, carries 0.4175; number 29, H, carries 0.4280; number 30, H, carries 0.4152


A cluster of 4 separate species, C21H53N3O7 in total, computed with ωB97M-V/def2-TZVPD.

The calculation puts the HOMO-LUMO gap at 8.772 eV. The calculation puts the calculated total energy at -41430.90579 eV. As for the energy relative to the best compared isomer or geometry (same formula, charge and spin): 344.4 kJ/mol. The structure (SMILES) is COCCNCCOC.COCCNCCOC.COCCNCCOC.CC(C)O. The highest occupied orbital energy is -8.2 eV. The largest force on an atom is 3.5 eV/A.

```
84
Properties=species:S:1:pos:R:3:forces:R:3
C -2.74306 -2.03246 -6.67751 1.500 1.329 2.055
C -1.47502 -1.12586 -6.53065 1.238 0.540 -2.060
C -0.28160 -1.39768 -5.65546 -0.581 -1.397 2.513
O -0.79483 -1.21694 -7.79730 -0.300 0.407 -1.009
H -2.43402 -3.04984 -6.91738 -0.278 0.145 -0.146
H -3.42458 -1.54647 -7.37568 0.139 -0.351 -0.199
H -3.19180 -1.96440 -5.68650 -0.531 -0.546 0.007
H -1.71162 -0.06919 -6.40584 -0.696 0.060 0.240
H 0.61336 -0.77549 -5.64989 -0.330 0.359 -1.329
H 0.00917 -2.43695 -5.80862 0.258 -0.028 0.065
H -0.51710 -1.27913 -4.59783 -0.532 -0.439 0.320
H -1.39858 -0.82871 -8.43478 0.115 -0.072 -0.444
C -4.95426 2.07490 -1.60645 -0.806 0.332 -0.888
O -4.35253 2.55166 -0.48355 1.764 1.008 2.655
C -4.12232 3.97109 -0.25907 0.326 -0.681 -1.932
C -3.34795 4.56722 -1.47796 1.186 1.408 1.156
N -1.97073 4.15720 -1.75683 -0.069 -0.425 -1.218
C -0.92490 4.10654 -0.68307 -2.174 -2.381 -1.403
C 0.20104 3.17633 -1.19328 0.779 -0.066 -0.702
O -0.14237 1.83512 -1.58268 -0.643 0.675 -0.525
C -0.57497 0.91532 -0.62561 0.066 -0.235 0.280
H -4.63410 2.61178 -2.49940 -0.202 -0.003 -0.285
H -6.02706 2.18101 -1.44534 -0.408 -0.217 -0.653
H -4.68774 1.02749 -1.74790 -0.053 -0.029 0.188
H -3.61168 4.03375 0.70188 0.223 -0.094 -0.242
H -5.03083 4.56601 -0.16528 -0.492 -0.250 -0.018
H -3.18961 5.64313 -1.40415 -0.755 0.447 0.916
H -3.95895 4.56146 -2.38059 0.146 -0.680 -0.086
H -2.02589 3.29648 -2.28240 0.620 -0.292 0.235
H -1.45165 3.49215 0.04712 0.532 0.563 1.303
H -0.67904 5.12406 -0.37927 0.384 -0.367 0.191
H 1.07382 3.09224 -0.54575 -0.180 0.336 0.652
H 0.61054 3.52056 -2.14296 -0.140 0.545 0.021
H 0.19818 0.74241 0.12302 0.002 0.174 0.424
H -0.71352 -0.04736 -1.11769 -0.035 0.097 -0.251
H -1.53069 1.18225 -0.17455 -0.035 0.137 0.237
C -1.27562 6.43906 3.20424 0.209 -1.374 -1.239
O -0.35855 5.35899 2.89753 0.994 0.248 1.449
C -0.06048 4.56575 4.06550 -0.638 -0.718 0.190
C 1.09625 3.57623 3.94371 1.107 2.033 -1.166
N 2.24294 4.26851 3.30129 1.673 -0.716 1.106
C 3.42530 3.37648 3.10670 -0.130 2.041 -2.110
C 4.73513 4.09389 2.48332 -1.540 -0.668 2.185
O 4.48122 4.59728 1.20639 -1.064 -1.377 0.440
C 5.63230 4.91583 0.53010 0.770 0.957 -0.987
H -1.06556 6.93274 4.15305 -0.208 -0.236 0.071
H -2.23933 5.94586 3.07722 -0.549 0.515 0.879
H -1.23754 7.16299 2.39024 0.397 0.033 0.047
H -0.93284 3.98933 4.37343 -0.502 -0.217 -0.344
H 0.15464 5.08042 5.00196 0.135 1.278 -0.444
H 0.84611 2.60407 3.51893 -0.124 -0.019 -0.454
H 1.42578 3.42446 4.97156 -0.140 -0.432 0.131
H 2.18371 4.96604 2.57326 -0.948 -0.422 -0.008
H 3.13162 2.77094 2.24928 0.230 -1.248 0.374
H 3.63241 2.86680 4.04768 0.206 -0.217 -0.305
H 5.55121 3.37136 2.49087 -0.011 -0.351 -0.244
H 5.04753 4.87949 3.17132 0.047 0.473 0.015
H 6.37816 4.17364 0.24559 -0.283 -1.170 0.638
H 6.18845 5.62060 1.14823 0.175 0.709 -0.488
H 5.30269 5.24327 -0.45594 0.160 0.861 0.200
C 3.34501 -3.86623 1.35665 1.353 -1.861 0.167
O 1.98598 -4.25038 1.44233 0.807 1.811 0.724
C 1.47382 -5.02114 0.42089 -0.900 -1.033 -0.870
C 0.11791 -5.59491 0.94709 1.030 0.662 -0.824
N 0.21811 -6.03758 2.32081 -1.670 -2.169 0.024
C 0.22520 -7.56268 2.40519 1.599 1.151 0.851
C -0.94812 -8.36131 1.92004 -0.620 -0.035 -1.796
O -0.97562 -9.71053 2.34879 0.326 -0.971 0.039
C -0.20299 -10.74053 1.63504 -0.627 1.848 0.254
H 3.92777 -4.78723 1.34006 0.155 -0.581 -0.437
H 3.79800 -3.46939 2.26518 -1.119 0.730 0.238
H 3.74583 -3.32345 0.50060 -0.931 0.481 -0.265
H 2.14455 -5.80389 0.06661 0.471 -0.581 0.729
H 1.33797 -4.50171 -0.52771 -0.405 0.777 0.030
H -0.19106 -6.39745 0.27734 0.124 -0.191 0.071
H -0.63666 -4.82552 0.78361 -0.101 0.224 0.430
H 1.01061 -5.61470 2.78256 0.009 -0.234 -0.019
H 0.33312 -7.93500 3.42393 0.241 0.663 0.382
H 1.13700 -7.86449 1.88980 0.107 -0.574 -0.240
H -0.95239 -8.36975 0.83008 -0.053 0.018 -0.375
H -1.89967 -7.89958 2.18359 0.017 -0.051 0.462
H -0.74171 -11.68483 1.71356 0.242 0.093 0.553
H 0.81161 -10.72137 2.03293 -0.040 -0.531 0.023
H -0.15294 -10.54009 0.56480 -0.019 0.362 -0.155
```
Positions in Å, forces in eV/Å.

For reference, the Mulliken charges in units of e are: number 1, C, carries -1.0163; number 2, C, carries 0.4296; number 3, C, carries -1.2720; number 4, O, carries -0.5401; number 5, H, carries 0.2828; number 6, H, carries 0.3510; number 7, H, carries 0.2830; number 8, H, carries 0.2332; number 9, H, carries 0.3358; number 10, H, carries 0.3048; number 11, H, carries 0.3178; number 12, H, carries 0.2901; number 13, C, carries -0.6703; number 14, O, carries -0.3609; number 15, C, carries -0.1342; number 16, C, carries -1.0994; number 17, N, carries -0.3185; number 18, C, carries -0.1989; number 19, C, carries -0.7302; number 20, O, carries -0.2970; number 21, C, carries -0.5751; number 22, H, carries 0.3245; number 23, H, carries 0.2595; number 24, H, carries 0.2212; number 25, H, carries 0.1213; number 26, H, carries 0.3482; number 27, H, carries 0.4194; number 28, H, carries 0.4872; number 29, H, carries 0.3463; number 30, H, carries 0.2077; number 31, H, carries 0.2871; number 32, H, carries 0.3976; number 33, H, carries 0.2533; number 34, H, carries 0.2843; number 35, H, carries 0.1945; number 36, H, carries 0.2290; number 37, C, carries -0.8027; number 38, O, carries -0.2181; number 39, C, carries -0.6643; number 40, C, carries -0.5958; number 41, N, carries -0.3019; number 42, C, carries -0.5724; number 43, C, carries -0.7192; number 44, O, carries -0.2143; number 45, C, carries -0.8006; number 46, H, carries 0.3158; number 47, H, carries 0.3022; number 48, H, carries 0.2483; number 49, H, carries 0.3772; number 50, H, carries 0.4187; number 51, H, carries 0.3204; number 52, H, carries 0.2903; number 53, H, carries 0.2894; number 54, H, carries 0.2534; number 55, H, carries 0.3614; number 56, H, carries 0.4439; number 57, H, carries 0.3957; number 58, H, carries 0.3157; number 59, H, carries 0.3149; number 60, H, carries 0.2454; number 61, C, carries -0.9017; number 62, O, carries -0.3442; number 63, C, carries -0.6037; number 64, C, carries -0.4650; number 65, N, carries -0.3543; number 66, C, carries -0.4495; number 67, C, carries -0.5040; number 68, O, carries -0.3954; number 69, C, carries -0.6784; number 70, H, carries 0.3446; number 71, H, carries 0.3183; number 72, H, carries 0.3371; number 73, H, carries 0.3535; number 74, H, carries 0.4008; number 75, H, carries 0.2165; number 76, H, carries 0.2966; number 77, H, carries 0.3052; number 78, H, carries 0.3879; number 79, H, carries 0.2855; number 80, H, carries 0.3047; number 81, H, carries 0.3237; number 82, H, carries 0.2424; number 83, H, carries 0.2752; number 84, H, carries 0.3040


A cluster of 2 separate species, C2H9N2O in total, computed with ωB97M-V/def2-TZVPD.

The calculation puts the HOMO-LUMO gap (alpha / beta) at 2.803 / 6.601 eV. The calculation puts the calculated total energy at -7242.10617 eV. As for the energy relative to the best compared isomer or geometry (same formula, charge and spin): 41.8 kJ/mol. The highest occupied orbital energy (alpha / beta) is 4.6 / 0.6 eV. The largest force on an atom is 1.9 eV/A. As for the expectation value of S²: 0.7508. As for the multiplicity: 2. Its net charge is -2.

```
14
Properties=species:S:1:pos:R:3:forces:R:3
C -1.58187 1.22200 1.67181 0.498 1.153 -0.664
O -0.37918 1.60797 1.17409 -0.143 -0.027 0.680
H -2.40370 1.55280 0.97835 -0.343 -0.553 0.087
H -1.70810 0.12998 1.88369 -0.133 -0.021 -0.111
H -1.86701 1.74761 2.61570 -0.077 -0.091 0.510
N 2.13624 -0.90045 -0.85289 0.308 0.093 -0.004
C 0.77007 -1.04130 -1.43992 0.611 -0.149 0.975
N -0.24355 -0.22231 -0.83855 -0.405 -1.149 -1.449
H 2.23599 -0.00723 -0.38229 -0.252 0.215 -0.200
H 2.22412 -1.56979 -0.09143 -0.075 -0.215 -0.068
H 0.81169 -0.81147 -2.50637 -0.167 -0.085 0.016
H 0.57042 -2.10628 -1.24957 -0.320 0.049 -0.495
H -0.37135 -0.34162 0.14800 0.338 0.513 0.216
H -0.19377 0.74009 -1.11061 0.161 0.268 0.506
```
Positions in Å, forces in eV/Å.

For reference, the natural (NBO) charges in units of e are: number 1, C, carries -0.2232; number 2, O, carries -0.9941; number 3, H, carries 0.0710; number 4, H, carries 0.0724; number 5, H, carries 0.0546; number 6, N, carries -0.9635; number 7, C, carries -0.7203; number 8, N, carries -0.8882; number 9, H, carries 0.3417; number 10, H, carries 0.3015; number 11, H, carries 0.1238; number 12, H, carries 0.0824; number 13, H, carries 0.3786; number 14, H, carries 0.3634


A cluster of 2 separate species, C3H5NO2 in total, computed with ωB97M-V/def2-TZVPD.

The calculation puts the HOMO-LUMO gap at 10.289 eV. The calculation puts the calculated total energy at -8774.95646 eV. As for the energy relative to the best compared isomer or geometry (same formula, charge and spin): 264.2 kJ/mol. The highest occupied orbital energy is -9.5 eV. The largest force on an atom is 1.1 eV/A.

```
11
Properties=species:S:1:pos:R:3:forces:R:3
C -1.90560 -0.37925 -0.81066 -0.070 -0.098 -0.132
N -1.30955 0.40942 0.23273 0.937 0.184 0.387
C -0.26649 0.65415 0.71773 -0.991 -0.121 -0.327
O 1.26083 -0.41886 -0.23955 0.274 0.102 0.167
C 2.23716 0.00365 0.43632 -0.035 -0.061 -0.083
O 2.15374 0.83915 1.37811 -0.162 -0.092 -0.128
H -2.43761 0.28286 -1.49618 0.073 -0.093 0.106
H -2.61938 -1.07495 -0.36591 0.097 0.108 -0.056
H -1.11093 -0.92054 -1.33135 -0.133 0.072 0.067
H 0.74554 0.98854 1.29314 0.111 -0.027 -0.010
H 3.24294 -0.38412 0.18936 -0.102 0.026 0.009
```
Positions in Å, forces in eV/Å.

For reference, the natural (NBO) charges in units of e are: number 1, C, carries -0.4319; number 2, N, carries -0.3778; number 3, C, carries 0.4256; number 4, O, carries -0.7004; number 5, C, carries 0.6509; number 6, O, carries -0.7035; number 7, H, carries 0.2267; number 8, H, carries 0.2272; number 9, H, carries 0.2391; number 10, H, carries 0.3415; number 11, H, carries 0.1025